Density functional theory data (wB97M-V/def2-TZVPD) for 3 unconnected molecules or ions with the total composition C22H33N2O10P.

Energy relative to the best compared isomer or geometry (same formula, charge and spin) = 195.0 kcal/mol
Structure (SMILES) = CCc1cc2c(c(CCOC(C)=O)c1[PH2]=N)C(=O)NC2=O.CCOC(=O)OC.CCOC(=O)OC

Geometry as XYZ:
```
68
C22H33N2O10P (wB97M-V/def2-TZVPD)
C 4.710 0.574 0.116
C 4.539 -0.889 -0.625
C 2.985 -0.934 -1.214
C 1.929 -1.858 -0.322
C 0.381 -1.930 -0.853
C -0.026 -1.142 -2.230
C 1.007 -0.260 -3.145
C 0.437 0.423 -4.520
C 0.275 2.053 -4.478
O -0.689 2.563 -3.492
C -0.031 3.802 -2.965
C 0.441 3.691 -1.364
O 0.202 4.900 -3.704
C 2.582 -0.130 -2.599
P 3.755 0.946 -3.649
N 5.302 0.957 -3.176
C -1.618 -1.502 -2.368
O -2.407 -1.581 -3.447
N -2.059 -1.811 -0.922
C -0.958 -2.695 -0.300
O -1.060 -3.802 0.438
H 5.820 0.969 0.098
H 3.959 1.310 -0.444
H 4.294 0.451 1.215
H 4.717 -1.764 0.164
H 5.343 -1.082 -1.479
H 2.231 -2.449 0.644
H 1.126 0.108 -5.418
H -0.654 -0.028 -4.697
H 1.307 2.635 -4.381
H -0.149 2.371 -5.548
H 1.261 4.477 -1.082
H 0.808 2.563 -1.241
H -0.570 3.816 -0.745
H 3.299 2.340 -3.551
H 3.735 0.442 -5.008
H 5.943 0.606 -3.921
H -2.175 -0.901 -0.383
C -3.352 -6.620 0.239
C -4.228 -5.389 0.396
O -5.597 -5.747 0.624
C -5.880 -6.230 1.859
O -5.089 -6.374 2.777
O -7.201 -6.551 1.894
C -7.606 -7.178 3.108
H -3.739 -7.269 -0.552
H -2.325 -6.334 -0.005
H -3.330 -7.218 1.155
H -4.205 -4.811 -0.535
H -3.866 -4.730 1.194
H -7.347 -6.564 3.977
H -7.150 -8.169 3.186
H -8.692 -7.297 3.083
C 2.949 4.799 5.463
C 3.118 5.585 4.174
O 2.194 5.147 3.169
C 0.906 5.529 3.351
O 0.476 6.207 4.270
O 0.165 5.006 2.338
C -1.235 5.241 2.472
H 3.033 3.725 5.273
H 3.705 5.092 6.196
H 1.962 4.965 5.907
H 4.124 5.407 3.775
H 3.023 6.665 4.338
H -1.450 6.309 2.578
H -1.627 4.681 3.326
H -1.729 4.880 1.565
```

The computed Mulliken charges, all in e, follow: -0.6968, -0.6503, 0.3943, -0.7983, 0.0885, -0.3363, 0.5824, -0.8402, -0.1682, -0.3078, 0.5407, -0.3948, -0.5370, 0.4969, 0.3526, -0.7155, 0.0609, -0.5304, -0.3737, 0.3364, -0.4889, 0.2718, 0.1126, 0.2958, 0.3408, 0.3102, 0.2754, 0.3310, 0.3629, 0.1067, 0.2798, 0.2909, 0.1327, 0.0982, 0.1075, 0.0926, 0.2261, 0.3547, -1.0883, -0.0602, -0.3344, 0.7307, -0.5553, -0.3340, -0.6187, 0.3081, 0.3171, 0.3011, 0.2691, 0.2600, 0.2833, 0.2884, 0.2221, -1.0823, -0.1796, -0.3048, 0.6750, -0.5574, -0.2339, -0.6364, 0.2844, 0.3546, 0.3130, 0.2822, 0.3066, 0.3178, 0.3059, 0.1613

=====

Density functional theory data (wB97M-V/def2-TZVPD) for 2 unconnected molecules or ions with the total composition C21H17F4.

Energy relative to the best compared isomer or geometry (same formula, charge and spin) = 17.8 kcal/mol
Charge = +1

Geometry as XYZ:
```
42
C21H17F4 (wB97M-V/def2-TZVPD)
F 4.113 -3.213 -2.521
C 4.069 -2.004 -1.914
C 5.240 -1.366 -1.545
C 5.197 -0.125 -0.934
F 6.344 0.482 -0.553
C 3.984 0.492 -0.724
C 2.781 -0.119 -1.100
C 1.541 0.575 -0.957
C 0.305 0.043 -1.257
C -0.843 0.793 -1.387
C -2.105 0.232 -1.769
C -3.062 0.998 -2.451
C -4.219 0.426 -2.934
F -5.075 1.149 -3.692
C -4.470 -0.913 -2.694
C -3.573 -1.680 -1.971
F -3.837 -2.981 -1.710
C -2.403 -1.116 -1.522
C 2.857 -1.392 -1.684
H 6.190 -1.823 -1.756
H 3.973 1.465 -0.267
H 1.585 1.607 -0.664
H 0.235 -1.010 -1.461
H -0.764 1.861 -1.306
H -2.881 2.037 -2.653
H -5.360 -1.367 -3.086
H -1.736 -1.719 -0.934
H 1.966 -1.901 -1.998
H -1.466 1.132 1.214
C -1.623 1.185 2.300
C -1.627 -0.198 2.867
C -0.828 -0.579 3.851
C 0.166 0.334 4.498
C 0.210 1.700 3.890
C -0.589 2.080 2.906
H -2.615 1.635 2.444
H -2.321 -0.910 2.450
H -0.886 -1.592 4.215
H -0.068 0.422 5.568
H 1.166 -0.120 4.442
H 0.932 2.399 4.283
H -0.504 3.083 2.519
```

The computed Mulliken charges, all in e, follow: -0.2717, 0.0165, -0.2876, 0.0178, -0.2708, -0.5336, 0.6758, -0.1900, 0.0487, -0.5641, 0.5434, -0.5164, 0.0789, -0.2779, -0.2984, -0.0578, -0.2762, -0.3821, -0.5112, 0.4964, 0.4757, 0.4391, 0.1589, 0.4431, 0.4833, 0.4887, 0.5504, 0.4803, -0.2377, 0.1884, -0.3709, -0.6145, -0.5595, -0.5857, -0.4217, 0.2980, 0.4577, 0.4054, 0.3033, 0.3206, 0.4139, 0.4436

=====

Density functional theory data (wB97M-V/def2-TZVPD) for 2 unconnected molecules or ions with the total composition C4H15N2O.

Energy relative to the best compared isomer or geometry (same formula, charge and spin) = 31.7 kcal/mol
Charge = +1

Geometry as XYZ:
```
22
C4H15N2O (wB97M-V/def2-TZVPD)
C 0.613 -0.337 1.985
C 0.486 0.100 0.495
C 1.586 -0.566 -0.323
C 1.149 -0.866 -1.831
N 0.319 0.252 -2.398
N -0.958 -0.073 -0.079
H 0.385 -1.435 2.113
H -0.031 0.294 2.648
H 1.584 -0.153 2.509
H 0.455 1.237 0.242
H 2.566 -0.056 -0.285
H 1.760 -1.596 0.141
H 0.597 -1.886 -1.698
H 2.020 -1.027 -2.417
H 0.043 -0.068 -3.330
H 1.033 0.985 -2.514
H -1.585 0.568 0.423
H -1.188 -1.052 0.063
H -1.016 0.211 -1.041
H -3.450 1.108 2.009
H -2.018 1.786 2.492
O -2.461 1.231 1.753
```

The computed Mulliken charges, all in e, follow: -1.1985, 0.0974, -0.6807, -0.7629, -0.6141, -0.1861, 0.3821, 0.2573, 0.3562, 0.3490, 0.3774, 0.2911, 0.3299, 0.4316, 0.2446, 0.2467, 0.3541, 0.3320, 0.4309, 0.3284, 0.3266, -0.6931

=====

Summary of largest force on an atom in eV Å⁻¹
9.06, 1.15, 2.98
(order as listed above)
Summary of HOMO-LUMO gap in eV
7.2711, 4.8873, 11.2024
(order as listed above)
Summary of total energy in hartree
-2060.838229, -1209.552928, -345.895216
(order as listed above)